Formula: C18H17N3O5
Source: OMol25
Level of theory: ωB97M-V/def2-TZVPD

Structure (XYZ):
```
43
Properties=species:S:1:pos:R:3:lowdin_charge:R:1
O 0.2134 -0.3461 -0.8118 0.065
C 1.0052 0.5473 -0.4704 -0.418
N 0.5316 1.8635 -0.1341 0.207
C -0.9310 2.0884 -0.0279 -0.165
C -1.3540 3.2238 -0.5295 -0.043
C -2.7546 3.7020 -0.2041 0.025
C -3.7267 2.7772 0.4187 -0.102
C -3.2701 1.6542 0.5115 -0.165
C -1.9813 1.2458 0.4053 -0.037
C -1.4407 -0.1350 1.0656 -0.457
O -0.7353 0.0933 2.0129 0.105
N -2.1755 -1.1079 0.4925 -0.028
C -2.7313 -1.4290 -0.8019 -0.262
H -2.0177 -0.9361 -1.4534 0.126
H -3.5647 -0.5227 -0.8470 0.172
C -3.4148 -2.6703 -0.7724 -0.101
O -2.3292 -3.8168 -0.8729 -0.150
C -1.2677 -3.4150 -0.0455 -0.204
H -0.7221 -4.2162 0.1337 0.059
C -1.6239 -2.4445 1.1872 -0.012
H -0.7698 -2.3154 1.6123 0.030
H -2.4899 -2.8822 1.8259 0.151
H -0.4812 -2.7226 -0.6728 0.155
H -4.1401 -2.7960 0.0711 0.135
H -3.8637 -2.5126 -2.1023 0.231
H -3.8854 0.9810 1.0631 0.136
H -4.6557 3.0254 0.3619 0.056
H -2.9582 4.9472 -0.5796 0.168
H -0.7206 4.0553 -0.6470 0.085
H 1.0672 2.4486 0.2320 0.027
C 2.3425 0.5205 -0.3564 -0.130
C 2.7727 -0.8242 0.0732 0.107
C 4.1899 -0.9609 0.3892 -0.019
C 5.0194 -0.1171 -0.0125 -0.188
C 4.5531 1.1467 -0.5136 0.020
C 3.2698 1.6143 -0.6330 0.037
H 2.9008 2.3428 -1.2741 0.106
H 5.3008 1.9902 -0.5321 0.140
N 6.4438 -0.1480 0.1944 -0.427
O 6.7121 -1.1267 0.7241 0.119
O 7.2795 0.6380 0.0179 0.132
H 4.4086 -1.8521 1.0081 0.148
H 1.9946 -1.6079 0.4938 0.163
```

Values from the calculation:
LUMO = -1.0 eV
orbital gap = 7.683 eV
relative energy (zero: lowest compared OMol25 entry of this formula, charge and spin) = 373.9 kcal/mol
M = 355.35 g mol⁻¹
total charge = 0
total energy = -33634.6861 eV

---

Formula: C18H17N5NiO3S
Source: OMol25
Level of theory: ωB97M-V/def2-TZVPD

Structure (XYZ):
```
45
Properties=species:S:1:pos:R:3:mulliken_spin:R:1
Ni -0.4882 -0.1148 -0.3582 1.724
C -0.4334 -4.3907 -0.6341 0.005
C 0.0932 -2.9818 -0.7126 -0.003
O -0.6292 -2.1003 -0.2337 0.038
C 1.4016 -2.7214 -1.3004 -0.006
C 2.1279 -3.7904 -1.8617 -0.001
C 3.3775 -3.6248 -2.4016 0.000
C 3.9480 -2.3461 -2.3925 0.001
C 3.2737 -1.2805 -1.8536 0.007
C 1.9851 -1.4231 -1.2897 -0.006
O 1.4145 -0.3604 -0.7949 0.062
H -1.4315 -4.3572 -0.2074 -0.001
H 0.2146 -5.0031 -0.0056 0.000
H -0.4752 -4.8520 -1.6205 0.001
H 1.6875 -4.7780 -1.8689 0.000
H 3.9086 -4.4633 -2.8294 0.000
H 4.9309 -2.1933 -2.8215 0.000
H 3.6995 -0.2853 -1.8632 0.000
N -0.7745 4.0302 -1.0320 0.001
C -1.0999 2.7219 -0.9799 0.004
O -0.1808 1.8686 -0.8303 0.037
C -2.4676 2.3484 -1.1121 0.001
C -2.6621 0.9675 -1.1013 0.016
N -2.6189 -0.1949 -1.0729 0.008
C -3.4997 3.2988 -1.2478 0.000
N -4.2874 4.1303 -1.3897 0.001
H 0.1796 4.2935 -0.8708 0.000
H -1.4835 4.7371 -1.1195 0.000
C 3.9298 2.0420 0.3134 0.001
C 2.9477 2.0645 1.4364 0.000
C 3.0686 2.8023 2.5771 -0.001
C 2.0602 2.6628 3.5533 0.001
N 1.0033 1.8954 3.3813 0.002
C 0.8705 1.2114 2.2290 -0.001
S -0.5187 0.2823 1.9550 0.116
N 1.8618 1.2778 1.2989 -0.004
C 2.1476 3.4192 4.8414 -0.001
H 4.7402 2.7428 0.4961 0.000
H 3.4320 2.2949 -0.6239 0.000
H 4.3463 1.0394 0.2029 0.000
H 3.9189 3.4489 2.7338 0.000
H 1.7779 0.6884 0.4497 -0.001
H 3.1796 3.5161 5.1763 0.000
H 1.5482 2.9249 5.6011 0.000
H 1.7474 4.4248 4.6939 0.000
```

Values from the calculation:
LUMO (alpha / beta) = -0.1 / -0.1 eV
spin multiplicity = 3
orbital gap (alpha / beta) = 8.044 / 8.069 eV
M = 442.13 g mol⁻¹
total charge = 0
total energy = -84415.4311 eV

---

Formula: C18H17N5O2Pd
Source: OMol25
Level of theory: ωB97M-V/def2-TZVPD

Structure (XYZ):
```
43
Properties=species:S:1:pos:R:3:mulliken_spin:R:1
Pd 0.0426 0.4101 0.0721 1.360
N 0.5011 2.5917 0.1091 0.109
N -0.0683 3.1136 -1.0667 -0.006
C -1.1085 2.4004 -1.7203 -0.002
O -1.6982 2.9774 -2.6132 0.021
O -1.3119 1.1933 -1.3222 0.195
H 0.1300 3.0172 0.9562 -0.003
H 1.5078 2.7149 0.0782 -0.007
H -0.1513 4.1165 -1.1285 0.001
N -0.7695 -1.9675 2.2196 0.000
C -1.0846 -0.6725 2.7046 0.156
C -1.4303 -0.5624 4.0212 -0.090
C -1.8377 0.6868 4.5519 0.491
C -2.0066 1.7285 3.6200 -0.181
C -1.6497 1.5567 2.3172 0.319
N -1.0554 0.3854 1.8419 0.391
C -0.5923 -2.4808 0.9714 -0.008
C -0.8571 -3.8669 0.8035 0.181
C -0.7694 -4.4196 -0.4460 -0.060
C -0.3852 -3.6313 -1.5298 0.239
C -0.0371 -2.3032 -1.2970 -0.020
N -0.1595 -1.7439 -0.0537 0.123
H -0.9878 -2.6700 2.9064 0.009
H -1.4203 -1.4513 4.6417 -0.014
H -2.1128 0.7949 5.5884 0.042
H -2.4531 2.6699 3.9135 -0.014
H -1.8588 2.3079 1.5638 0.032
H -1.1764 -4.4492 1.6565 0.012
H -1.0096 -5.4643 -0.5911 -0.001
H -0.3108 -4.0356 -2.5279 0.007
H 0.1855 -1.8216 -3.3671 -0.008
C 0.4518 -1.5034 -2.3677 0.485
C 1.2947 -0.3381 -2.2574 -0.100
C 2.2368 -0.1872 -1.2176 0.147
C 3.1109 0.8966 -1.2096 -0.048
C 3.0368 1.8617 -2.2011 0.115
C 2.0963 1.7347 -3.2230 -0.038
C 1.2512 0.6486 -3.2632 0.137
H 2.3479 -0.9698 -0.4755 0.027
H 3.8538 0.9723 -0.4252 -0.001
H 3.7140 2.7054 -2.1916 0.005
H 2.0254 2.4934 -3.9903 0.001
H 0.5155 0.5609 -4.0517 -0.004
```

Values from the calculation:
LUMO (alpha / beta) = 0.4 / -1.5 eV
spin multiplicity = 5
orbital gap (alpha / beta) = 4.864 / 6.454 eV
M = 441.79 g mol⁻¹
total charge = 0
total energy = -33964.1319 eV